Record 1
{"formula": "C16H13F2N5O3", "method": "ωB97M-V/def2-TZVPD", "smiles": "COC(=O)c1ccccc1NC(=O)c1nc2nc(C)cc(C(F)F)n2n1", "spin_multiplicity": 1, "symbols": ["C", "H", "H", "H", "O", "C", "O", "C", "C", "C", "C", "C", "C", "N", "C", "O", "C", "N", "N", "C", "C", "C", "N", "C", "N", "C", "H", "H", "H", "H", "C", "F", "F", "H", "H", "H", "H", "H", "H"], "xyz": [[-1.13165, -2.97126, -1.86206], [-0.45483, -3.32849, -1.08188], [-1.90801, -3.70464, -2.06261], [-0.55977, -2.74763, -2.76450], [-1.80357, -1.80125, -1.40506], [-1.11168, -0.66587, -1.40913], [0.01579, -0.55142, -1.83496], [-1.91125, 0.48211, -0.89565], [-1.80798, 1.68282, -1.59080], [-2.55939, 2.78284, -1.22407], [-3.42707, 2.68573, -0.14805], [-3.50878, 1.51062, 0.57447], [-2.73886, 0.40133, 0.23036], [-2.83254, -0.73788, 1.03491], [-1.86269, -1.57591, 1.50262], [-2.13572, -2.50905, 2.21980], [-0.47262, -1.23293, 1.10560], [-0.03161, 0.02393, 1.08396], [1.20975, -0.09632, 0.64654], [2.10100, 0.85809, 0.32932], [3.31002, 0.45219, -0.16110], [3.56203, -0.93482, -0.32383], [2.66813, -1.84700, -0.03403], [1.49925, -1.45159, 0.42752], [0.42717, -2.15289, 0.74196], [4.87340, -1.39884, -0.85440], [5.02758, -1.00500, -1.85751], [4.88896, -2.48349, -0.88545], [5.68392, -1.03798, -0.22379], [4.05116, 1.18288, -0.44117], [1.68249, 2.29174, 0.52478], [2.16540, 3.07369, -0.46582], [2.19783, 2.78835, 1.67803], [0.58712, 2.39185, 0.56222], [-3.74025, -0.90666, 1.45384], [-4.16546, 1.44658, 1.42972], [-4.03182, 3.53242, 0.13937], [-2.47536, 3.70503, -1.77735], [-1.13630, 1.72765, -2.43513]], "atomic_forces_ev_per_a": [[0.41, -0.35, -0.20], [-0.10, 0.02, -0.14], [0.02, 0.05, 0.01], [-0.09, -0.06, 0.06], [-0.30, 0.18, 0.10], [0.15, 0.20, -0.42], [-0.19, -0.05, -0.11], [-0.27, 0.09, -0.03], [0.02, -0.19, 0.10], [-0.01, 0.07, 0.01], [0.01, -0.01, -0.07], [0.08, -0.16, -0.02], [0.01, 0.49, -0.48], [-0.60, -0.02, 0.28], [-0.36, 0.10, 0.16], [0.21, -0.14, -0.04], [1.15, 0.25, 0.21], [-0.87, 0.48, 0.54], [0.49, -1.36, -0.08], [0.65, 0.42, -0.21], [-0.51, 0.15, 0.17], [-0.17, 0.00, 0.07], [0.65, -0.50, -0.27], [-0.72, 0.90, 0.38], [-0.04, -0.62, 0.08], [0.09, -0.02, -0.03], [0.07, 0.02, -0.08], [0.03, -0.02, -0.01], [0.10, 0.02, 0.01], [0.02, 0.10, -0.01], [-0.68, 0.21, 0.11], [0.16, -0.07, -0.35], [0.08, -0.17, 0.28], [0.32, -0.07, -0.04], [0.22, -0.06, -0.03], [-0.02, 0.00, 0.13], [-0.05, 0.07, 0.04], [0.00, 0.08, -0.06], [0.06, 0.00, -0.07]]}

Record 2
{"formula": "C3H4OS2", "method": "ωB97M-V/def2-TZVPD", "spin_multiplicity": 1, "symbols": ["C", "C", "C", "O", "S", "S", "H", "H", "H", "H"], "xyz": [[0.34852, -0.48041, 1.00605], [-0.79158, -0.66391, -1.17405], [0.82316, 0.30612, -0.09645], [0.59362, -1.63541, 1.19939], [-1.56589, 0.22606, -2.18534], [0.33212, 1.95731, -0.17071], [-0.40085, -0.04725, 1.62604], [-0.97517, -1.65967, -0.75034], [1.66364, -0.06766, -0.72963], [-0.84997, 1.61327, 0.21488]], "atomic_forces_ev_per_a": [[0.27, -0.34, -0.06], [1.12, 0.85, 0.97], [-1.06, -1.60, -2.38], [0.81, -1.69, 0.22], [-0.08, -0.15, -0.10], [1.55, 0.90, -0.60], [-0.91, 1.17, 0.79], [0.38, 0.14, -0.30], [-0.59, 0.53, 0.88], [-1.48, 0.17, 0.57]]}

Orbital gap: 8.671; 7.722 (eV)
LUMO: -0.28; -0.90 (eV)